1.
Computed, not measured: C3H6O4Zn as an isolated structure in a non-equilibrium geometry, with wB97M-V/def2-TZVPD.

Structure (XYZ):
```
14
Properties=species:S:1:pos:R:3:forces:R:3:lowdin_spin:R:1
O 0.938 0.526 -0.146 0.1486 -0.5292 -0.1507 0.13
C 0.296 -0.444 0.620 -0.0742 -2.9840 -0.6127 0.03
C -0.001 1.047 -1.109 -0.2511 0.3668 -0.5969 0.01
O 0.817 -0.298 1.884 0.4387 -2.8733 1.6523 0.14
O -1.040 -0.255 0.517 0.2071 0.0242 0.3297 0.01
C -1.288 0.274 -0.792 -0.2602 0.1349 -0.3795 0.00
Zn 1.936 1.365 1.578 0.6439 0.7037 0.1834 0.66
H 0.380 0.850 -2.115 -0.0792 0.0806 0.2605 0.00
H -0.094 2.125 -0.937 0.0255 -0.2535 -0.0688 0.00
H -1.467 -0.546 -1.499 0.0652 0.1905 0.1707 0.00
H -2.172 0.915 -0.735 0.2168 -0.1862 -0.0052 0.00
O 0.695 -1.847 0.327 -0.2303 2.1778 -0.3316 0.01
H 1.091 -1.308 2.101 -0.5846 3.0545 -0.2859 0.00
H -0.092 -2.404 0.304 -0.2661 0.0931 -0.1653 0.00
```
Positions in Å, forces in eV/Å.

Properties
HOMO level (alpha / beta) = -13.047 / -15.681 eV
multiplicity = 2
charge = +1
Kohn-Sham gap (alpha / beta) = 0.3500 / 0.3543 Ha
maximum force = 3.3 eV/A

2.
Computed, not measured: an isolated ion of composition C4H11N2O and charge +1 in a non-equilibrium geometry, with wB97M-V/def2-TZVPD.

Structure (XYZ):
```
18
Properties=species:S:1:pos:R:3:forces:R:3:mulliken_charge:R:1
C 2.441 1.140 0.178 -0.2231 -1.5273 0.3982 -1.27
C 1.308 0.346 -0.499 0.1537 -0.1847 0.6861 -0.62
C 0.200 -0.100 0.443 -1.6702 0.0670 0.0199 -0.13
N -0.407 1.097 1.157 0.4217 0.2223 -0.4350 -0.26
C -1.032 -0.696 -0.295 0.2298 -0.4258 -0.2101 0.41
N -0.832 -1.902 -0.880 0.2806 0.7820 -0.0157 -0.37
O -2.106 -0.141 -0.215 -0.2771 0.1322 0.2220 -0.61
H 2.268 2.177 0.110 -0.1143 1.3488 -0.1945 0.40
H 2.495 0.901 1.245 0.2701 -0.1326 -0.1009 0.33
H 3.390 0.907 -0.290 0.1381 0.0976 0.0489 0.37
H 1.670 -0.574 -0.951 0.2423 0.1316 -0.2594 0.35
H 0.863 0.983 -1.262 -0.1458 -0.2364 -0.3252 0.46
H 0.368 -0.869 1.202 0.9027 0.3100 -0.0005 0.35
H -0.142 1.190 2.134 0.1718 0.0442 0.0473 0.36
H -0.133 1.931 0.634 0.0283 0.1692 0.3496 0.35
H -1.435 1.039 1.066 -0.2119 -0.3455 -0.1694 0.35
H 0.069 -2.068 -1.304 -0.0945 -0.3308 0.1502 0.22
H -1.635 -2.284 -1.351 -0.1022 -0.1218 -0.2116 0.30
```
Positions in Å, forces in eV/Å.

Properties
HOMO level = -14.893 eV
charge = +1
Kohn-Sham gap = 0.4246 Ha
maximum force = 1.7 eV/A

3.
Computed, not measured: a 10-piece molecular cluster, C37H56N2O15 overall in a non-equilibrium geometry, with wB97M-V/def2-TZVPD.

Structure (XYZ):
```
110
Properties=species:S:1:pos:R:3:forces:R:3:mulliken_charge:R:1
C 16.567 21.370 -15.556 -0.3814 -0.2693 -0.3107 -0.55
C 16.978 20.064 -15.174 0.0100 -0.3978 0.1161 -0.78
C 15.876 19.414 -14.677 -0.0189 -0.0287 -0.1899 -0.31
N 14.835 20.273 -14.746 -0.8979 -0.0165 -0.2670 0.24
C 15.196 21.444 -15.343 1.1284 0.1270 0.2427 -0.73
H 17.205 22.115 -16.001 -0.1371 0.1111 -0.0316 0.47
H 17.928 19.569 -15.308 0.1511 0.3322 0.0397 0.48
H 15.657 18.395 -14.400 0.3920 0.0047 0.2252 0.46
H 13.920 20.036 -14.405 -0.2399 0.1523 -0.0319 0.32
H 14.494 22.224 -15.586 -0.0454 0.0121 0.1945 0.53
C 17.039 19.454 -10.007 0.1929 1.4863 0.1654 0.09
C 16.171 19.699 -11.115 0.1049 -1.1332 -0.3668 -0.20
C 15.383 18.565 -11.257 0.5508 0.7091 0.3720 -1.51
N 15.702 17.730 -10.225 0.0866 0.0283 0.3919 0.54
C 16.706 18.276 -9.443 -1.0589 -1.2171 -0.5531 -0.78
H 17.783 20.126 -9.606 0.0982 -0.0171 -0.1718 -0.01
H 16.243 20.476 -11.856 0.0227 0.1427 0.0901 0.48
H 14.669 18.253 -12.001 0.2332 0.3391 0.1506 0.80
H 15.214 16.888 -9.973 -0.0790 -0.0414 -0.1291 0.49
H 17.042 17.716 -8.587 0.2570 0.2167 0.0467 0.34
O 12.329 20.088 -13.027 0.1163 -0.0146 0.1289 -0.65
C 11.925 19.956 -11.900 1.6532 0.1487 -0.7504 0.48
C 12.541 20.531 -10.614 -2.3887 -0.7323 -0.1259 0.57
C 11.607 19.876 -9.562 0.3952 0.5956 -0.3688 -0.38
C 10.382 19.399 -10.319 -0.4195 0.3684 0.5140 -0.76
O 10.777 19.317 -11.687 -0.7281 -0.5088 0.3360 -0.38
H 13.573 20.318 -10.365 0.2534 0.1614 -0.7557 -0.35
H 12.301 21.586 -10.763 0.4616 0.1282 0.5118 0.15
H 12.141 18.998 -9.201 -0.0613 0.2779 0.7266 -0.05
H 11.299 20.632 -8.842 0.3066 -0.5519 0.6221 0.48
H 9.997 18.454 -9.931 0.2726 -0.2659 -0.4450 0.37
H 9.535 20.083 -10.212 0.1653 0.1944 -0.3277 0.33
O 19.736 18.362 -8.303 -0.0468 -0.6380 0.0150 -0.61
C 19.703 18.965 -7.275 0.1366 0.9577 0.2219 0.42
C 19.867 20.460 -7.098 -0.3281 0.5490 0.6249 0.21
C 19.523 20.715 -5.637 0.3381 0.4686 0.5900 -0.74
C 19.473 19.334 -4.984 -0.7167 0.5215 -0.4292 -0.36
O 19.445 18.384 -6.066 0.2566 -0.3630 -0.1957 -0.29
H 20.850 20.861 -7.334 0.1028 -0.4491 -0.3037 0.48
H 19.169 21.009 -7.728 0.0839 -0.2670 -0.3180 -0.22
H 20.282 21.289 -5.105 0.0104 0.1864 -0.2778 0.33
H 18.592 21.265 -5.522 -0.0967 -0.1862 -0.0473 0.15
H 20.342 19.206 -4.343 -0.0249 -0.5458 -0.0593 0.43
H 18.537 19.220 -4.440 0.1926 -0.2849 0.2708 0.26
O 21.047 23.321 -8.564 0.5102 -0.0185 -0.0204 -0.59
C 20.579 23.192 -9.655 -0.6976 0.2960 -0.6128 0.61
C 20.577 24.091 -10.871 0.4475 0.5794 0.0630 -0.79
C 19.205 23.818 -11.511 1.7305 -0.7379 -0.4128 -0.45
C 19.045 22.312 -11.138 -1.3342 1.7333 -1.1372 0.40
O 19.754 22.167 -9.946 -0.2142 -1.4660 1.2868 -0.25
H 20.869 25.092 -10.554 -0.5126 0.1402 -0.0886 0.37
H 21.349 23.810 -11.592 0.1100 -0.3619 0.2377 0.27
H 18.413 24.449 -11.126 -0.0898 -0.0908 -0.0370 0.29
H 19.301 23.880 -12.591 -0.4467 0.4394 0.0133 0.30
H 17.960 22.213 -11.038 0.1668 -0.6778 0.6745 -0.40
H 19.347 21.594 -11.901 0.4024 0.1546 0.0582 0.26
O 16.475 17.304 -4.179 -0.4752 -0.3298 0.1189 -0.61
C 16.786 16.409 -4.918 1.1782 1.7544 0.2963 0.52
C 18.062 15.607 -4.816 -0.6050 -1.4718 0.0647 -0.39
C 17.870 14.588 -5.958 0.2805 -0.3065 0.3696 -0.82
C 16.763 15.172 -6.854 1.3903 0.1182 0.1742 0.57
O 16.102 16.176 -6.056 -0.1626 -0.8602 -0.2762 -0.29
H 18.996 16.163 -4.803 -0.3513 0.5905 -0.7280 0.02
H 18.110 15.141 -3.828 -0.4102 -0.2025 -0.0640 0.44
H 18.805 14.381 -6.475 -0.1252 0.0963 -0.2494 0.40
H 17.497 13.631 -5.590 0.1788 0.0249 0.3044 0.30
H 17.225 15.648 -7.720 -0.2621 0.2312 -0.0677 0.24
H 16.111 14.374 -7.199 -0.2663 0.6532 0.5439 -0.36
O 13.860 16.476 -14.049 -0.5127 0.4564 -0.3136 -0.58
C 12.992 16.374 -13.229 0.7903 -1.2272 -0.5709 0.33
C 11.759 15.483 -13.258 -0.7173 0.1792 1.0593 -0.57
C 11.098 15.796 -11.907 0.6160 -0.1025 0.0008 -0.61
C 12.314 16.178 -11.066 -0.7426 -0.2391 -0.7653 -0.14
O 13.176 16.857 -11.991 -0.3930 0.4499 0.9090 -0.17
H 11.046 15.654 -14.058 0.4658 -0.0749 -0.4116 0.37
H 12.087 14.444 -13.205 0.1759 0.0271 -0.5546 0.29
H 10.433 16.649 -12.034 -0.2005 -0.1358 0.2940 0.23
H 10.641 14.928 -11.434 -0.4894 0.1565 -0.2321 0.45
H 12.006 16.797 -10.227 0.5868 0.2041 0.0697 0.07
H 12.856 15.282 -10.770 -0.0754 0.0850 0.4626 0.18
O 14.763 22.809 -5.552 0.4255 0.2985 -0.1986 -0.62
C 14.950 21.699 -5.946 -0.1476 -0.4238 0.6381 0.24
C 13.877 20.767 -6.509 1.1163 -0.1585 0.7663 0.02
C 14.558 19.423 -6.353 0.3794 -1.2155 -0.7493 -0.56
C 16.063 19.737 -6.345 -0.8233 -1.0978 -0.2182 1.71
O 16.123 21.019 -5.742 0.1129 0.8058 -0.1918 -0.38
H 13.067 20.891 -5.796 -0.4943 0.0926 -0.5480 0.33
H 13.662 21.041 -7.540 -0.3164 0.0198 0.0696 -0.08
H 14.339 18.895 -5.424 -0.2341 0.3849 0.1655 0.33
H 14.351 18.682 -7.131 -0.1384 0.2200 -0.1402 0.23
H 16.540 18.946 -5.768 0.2986 0.5749 0.4441 -0.95
H 16.521 19.692 -7.335 -0.1499 0.6042 -0.0577 -0.46
O 16.830 24.493 -13.134 -0.1133 0.2664 -0.4678 -0.50
C 15.651 24.315 -13.079 -0.0282 -0.7951 1.1234 0.24
C 14.949 23.118 -12.416 0.6656 0.1088 -0.0010 1.27
C 13.519 23.368 -12.687 -1.9503 -0.1846 -0.6547 -0.15
C 13.401 24.831 -13.227 -0.0715 -1.9454 0.9346 -0.59
O 14.731 25.225 -13.471 0.5545 0.6174 -0.4964 -0.37
H 15.298 22.163 -12.802 0.1880 0.1811 -0.2327 -1.05
H 15.170 23.109 -11.345 0.1719 0.2577 -0.0411 0.57
H 13.111 22.786 -13.518 0.4846 -0.5265 0.1686 0.07
H 12.848 23.106 -11.867 0.1513 0.5585 0.0980 0.03
H 12.862 24.658 -14.154 -0.1232 1.2091 -0.1178 0.30
H 12.925 25.475 -12.490 -0.0023 0.3701 -0.4185 0.31
C 14.774 13.812 -8.951 -1.6506 0.6808 -0.3201 -0.98
O 14.972 15.024 -9.696 0.4727 -0.8146 0.0145 -0.42
H 15.739 13.430 -8.628 -0.4569 -0.4911 0.0112 0.48
H 14.074 14.089 -8.155 0.7247 -0.0484 0.4955 0.27
H 14.136 13.110 -9.504 0.7650 -0.2640 -0.3652 0.33
H 15.780 14.860 -10.195 -0.0610 0.3573 -0.3098 0.25
```
Positions in Å, forces in eV/Å.

Properties
HOMO level = -7.701 eV
charge = 0
Kohn-Sham gap = 0.2839 Ha
maximum force = 2.5 eV/A

4.
Computed, not measured: one molecule with the formula C4H9NO3 in a non-equilibrium geometry, with wB97M-V/def2-TZVPD.

Structure (XYZ):
```
17
Properties=species:S:1:pos:R:3:forces:R:3:mulliken_charge:R:1
C 1.282 -1.661 -0.389 0.0775 0.3357 -0.0561 -1.40
C 0.739 -0.309 0.032 -0.0396 -0.5396 -0.4458 0.44
N 0.961 0.794 -0.941 1.0921 0.0086 -1.2911 0.06
O 1.349 0.490 -2.050 -0.4814 -0.0164 1.5005 -0.42
C -0.783 -0.301 0.231 -0.4888 2.8784 -0.9009 -0.22
O -1.166 -0.696 1.503 -0.0577 -0.2816 0.5942 -0.55
C -1.324 1.249 -0.030 -0.5909 -2.2258 0.5635 -0.65
O -0.716 2.140 0.862 0.2079 0.1512 0.1639 -0.55
H 0.993 -2.412 0.341 0.0329 -0.0346 0.0645 0.37
H 0.882 -1.939 -1.363 -0.0284 -0.0332 -0.0017 0.36
H 2.367 -1.620 -0.475 0.0428 -0.1427 0.0296 0.38
H 1.200 0.052 0.959 -0.0593 0.0356 -0.1129 0.24
H -1.273 -0.959 -0.490 0.0903 -0.0121 -0.0036 0.41
H -0.984 0.030 2.116 -0.0029 -0.0208 -0.1127 0.39
H -2.373 1.182 0.265 -0.0037 0.1327 -0.0154 0.38
H -1.301 1.579 -1.073 0.2627 -0.1730 0.1016 0.38
H 0.148 2.381 0.502 -0.0537 -0.0625 -0.0776 0.36
```
Positions in Å, forces in eV/Å.

Properties
HOMO level = -9.380 eV
charge = 0
Kohn-Sham gap = 0.3383 Ha
maximum force = 3.1 eV/A

What is the formula in the fourth record? C4H9NO3